# 1
{
  "formula": "C3H8",
  "method": "the ωB97M-V functional and the def2-TZVPD basis",
  "symbols": ["C", "C", "C", "H", "H", "H", "H", "H", "H", "H", "H"],
  "coordinates": [[-0.105, 0.949, 0.910], [-0.593, -0.200, -0.060], [0.573, -0.867, -0.774], [-0.954, 1.295, 1.698], [0.309, 1.753, 0.243], [0.820, 0.575, 1.386], [-1.302, 0.489, -0.821], [-1.259, -0.846, 0.485], [1.113, -1.500, -0.131], [0.160, -1.444, -1.635], [1.237, -0.204, -1.300]],
  "forces_ev_per_angstrom": [[-0.406, -0.230, 0.165], [-1.280, 4.245, -1.089], [-2.045, -0.078, -1.848], [2.271, -0.640, -1.998], [-0.871, -0.231, 0.879], [-0.616, 0.180, 0.582], [1.656, -2.384, 1.531], [-0.083, -0.618, -0.065], [0.750, -0.842, 0.779], [0.268, -0.158, 0.757], [0.356, 0.756, 0.307]],
  "lowdin_charge": [-0.16, -0.33, -0.14, 0.11, 0.07, 0.05, 0.15, 0.07, 0.05, 0.08, 0.06],
  "smiles": "CCC",
  "gap_ev": 12.143,
  "de_lowest_ev": 0.875,
  "multiplicity": 1,
  "total_charge": 0,
  "e_lumo_ha": 0.04608
}



# 2
{
  "formula": "C17H24ClCoN6O4",
  "method": "the ωB97M-V functional and the def2-TZVPD basis",
  "symbols": ["Co", "N", "C", "C", "N", "C", "C", "N", "C", "C", "N", "H", "H", "H", "H", "H", "H", "H", "H", "H", "H", "H", "H", "H", "H", "H", "H", "H", "H", "O", "C", "O", "C", "C", "Cl", "N", "N", "C", "C", "O", "O", "C", "C", "C", "C", "C", "C", "H", "H", "H", "H", "H", "H"],
  "coordinates": [[0.231, -0.190, -0.035], [-1.667, 0.196, -0.986], [-1.940, 1.642, -1.105], [-0.750, 2.273, -1.798], [0.517, 1.877, -1.144], [0.902, 2.835, -0.090], [1.975, 2.239, 0.804], [1.526, 0.910, 1.279], [1.590, 1.715, -2.151], [1.499, 0.342, -2.786], [1.545, -0.656, -1.702], [-1.620, -0.214, -1.918], [-2.441, -0.274, -0.521], [-2.090, 2.055, -0.107], [-2.841, 1.841, -1.686], [-0.856, 3.360, -1.817], [-0.729, 1.926, -2.832], [0.017, 3.058, 0.510], [1.257, 3.776, -0.520], [2.163, 2.913, 1.640], [2.914, 2.126, 0.267], [0.970, 1.040, 2.127], [2.336, 0.363, 1.565], [2.559, 1.806, -1.663], [1.534, 2.499, -2.910], [2.313, 0.211, -3.500], [0.563, 0.222, -3.331], [2.499, -0.746, -1.358], [1.282, -1.578, -2.045], [-2.666, -4.757, 2.433], [-2.658, -3.792, 3.309], [-3.194, -3.860, 4.380], [-1.933, -2.504, 2.947], [-1.879, -1.384, 3.786], [-2.609, -1.173, 5.287], [-1.186, -0.410, 3.144], [-0.788, -0.833, 1.933], [-1.225, -2.087, 1.807], [-0.882, -2.785, 0.523], [-1.266, -3.906, 0.282], [-0.149, -2.075, -0.281], [-0.895, 0.910, 3.604], [-1.101, 1.978, 2.735], [-0.842, 3.272, 3.160], [-0.394, 3.496, 4.454], [-0.183, 2.427, 5.314], [-0.423, 1.127, 4.892], [-2.172, -4.572, 1.610], [-1.507, 1.776, 1.750], [-1.014, 4.110, 2.496], [-0.221, 4.508, 4.795], [0.169, 2.604, 6.320], [-0.240, 0.294, 5.554]],
  "forces_ev_per_angstrom": [[-0.373, -0.385, 0.064], [0.227, -0.022, 0.064], [0.087, 0.212, -0.087], [-0.225, -0.079, 0.038], [0.006, -0.190, 0.203], [0.109, 0.037, 0.194], [-0.079, 0.226, -0.136], [-0.006, -0.235, -0.212], [0.077, -0.224, -0.148], [0.013, 0.292, -0.006], [-0.103, 0.021, 0.163], [-0.022, -0.093, 0.038], [0.115, -0.062, 0.102], [-0.027, -0.035, -0.069], [-0.046, -0.049, 0.067], [0.087, 0.007, -0.049], [0.034, 0.047, -0.018], [0.012, -0.006, -0.072], [-0.039, -0.014, -0.068], [0.008, -0.046, 0.031], [0.030, -0.039, 0.062], [-0.012, -0.071, -0.056], [-0.059, -0.087, 0.029], [-0.004, 0.057, 0.008], [-0.032, 0.051, 0.056], [-0.025, -0.067, -0.009], [0.007, -0.074, -0.005], [0.014, -0.059, -0.025], [-0.039, -0.034, 0.141], [-0.107, -0.627, -0.338], [0.116, 0.799, 0.620], [0.059, -0.096, -0.237], [0.099, 0.138, -0.086], [-0.236, -0.500, -0.309], [0.148, 0.202, -0.085], [-0.144, 0.008, 0.432], [0.229, -0.050, -0.834], [-0.127, -0.089, 0.166], [-0.829, -0.659, 1.171], [0.259, 0.353, -0.154], [0.806, 1.227, -0.704], [0.020, 0.353, 0.006], [-0.158, -0.168, 0.077], [0.030, -0.033, -0.054], [0.013, 0.063, 0.041], [-0.007, 0.030, -0.033], [0.093, -0.124, -0.109], [0.056, 0.105, -0.058], [-0.032, 0.040, 0.105], [-0.047, 0.001, 0.018], [0.024, -0.011, 0.011], [0.009, -0.016, 0.004], [-0.010, -0.025, 0.049]],
  "lowdin_spin": [3.13, 0.10, 0.01, 0.01, 0.14, 0.01, 0.01, 0.08, 0.01, 0.01, 0.10, 0.00, 0.00, 0.00, 0.00, 0.00, 0.00, 0.00, 0.00, 0.00, 0.00, 0.00, 0.00, 0.00, 0.00, 0.00, 0.00, 0.00, 0.00, 0.00, 0.00, 0.00, 0.00, 0.00, 0.00, 0.01, 0.06, 0.00, 0.01, 0.05, 0.22, 0.00, 0.00, 0.00, 0.00, 0.00, 0.00, 0.00, 0.00, 0.00, 0.00, 0.00, 0.00],
  "gap_ev": [9.202, 5.489],
  "s_squared": 6.011,
  "multiplicity": 5,
  "total_charge": 2,
  "e_lumo_ha": [-0.21213, -0.34848]
}



# 3
{
  "formula": "C62H60CrN12O6",
  "method": "the ωB97M-V functional and the def2-TZVPD basis",
  "symbols": ["Cr", "C", "O", "O", "O", "C", "O", "O", "O", "N", "C", "C", "C", "C", "C", "H", "H", "H", "H", "H", "N", "C", "C", "C", "C", "C", "H", "H", "H", "H", "H", "N", "C", "C", "C", "C", "C", "H", "H", "H", "H", "H", "N", "C", "C", "C", "C", "C", "H", "H", "H", "H", "H", "N", "C", "C", "C", "C", "C", "H", "H", "H", "H", "H", "N", "C", "C", "C", "C", "C", "H", "H", "H", "H", "H", "N", "C", "C", "C", "C", "C", "H", "H", "H", "H", "H", "N", "C", "C", "C", "C", "C", "H", "H", "H", "H", "H", "N", "C", "C", "C", "C", "C", "H", "H", "H", "H", "H", "N", "C", "C", "C", "C", "C", "H", "H", "H", "H", "H", "N", "C", "C", "C", "C", "C", "H", "H", "H", "H", "H", "N", "C", "C", "C", "C", "C", "H", "H", "H", "H", "H"],
  "coordinates": [[-17.566, -22.012, -1.888], [-17.165, -25.280, -1.646], [-16.602, -25.879, -0.709], [-17.177, -26.015, -2.651], [-17.535, -24.101, -1.603], [-18.882, -19.770, -1.609], [-19.627, -18.822, -1.635], [-19.027, -20.794, -0.910], [-17.836, -19.907, -2.266], [-16.779, -19.862, -8.769], [-16.811, -20.863, -9.724], [-17.369, -22.089, -9.376], [-17.923, -22.296, -8.132], [-17.765, -21.293, -7.117], [-17.172, -20.083, -7.492], [-16.434, -20.622, -10.707], [-17.455, -22.764, -10.215], [-18.509, -23.180, -7.932], [-18.043, -21.551, -6.105], [-17.037, -19.295, -6.766], [-14.275, -26.383, -7.404], [-15.302, -26.820, -6.607], [-16.270, -25.966, -6.070], [-16.288, -24.660, -6.481], [-15.232, -24.179, -7.302], [-14.251, -25.096, -7.723], [-15.330, -27.889, -6.458], [-17.019, -26.345, -5.391], [-17.061, -23.952, -6.219], [-15.151, -23.144, -7.598], [-13.368, -24.716, -8.215], [-16.073, -21.788, -0.291], [-15.279, -22.777, 0.193], [-14.532, -22.721, 1.330], [-14.352, -21.467, 1.954], [-15.077, -20.366, 1.458], [-15.887, -20.625, 0.340], [-15.234, -23.731, -0.311], [-14.007, -23.589, 1.702], [-13.678, -21.440, 2.797], [-14.945, -19.457, 2.026], [-16.394, -19.765, -0.074], [-17.339, -17.168, 3.781], [-17.565, -15.999, 3.143], [-17.950, -15.971, 1.798], [-18.213, -17.167, 1.198], [-18.081, -18.396, 1.901], [-17.570, -18.337, 3.164], [-17.288, -15.084, 3.645], [-17.992, -15.091, 1.173], [-18.539, -17.196, 0.168], [-18.410, -19.311, 1.431], [-17.492, -19.246, 3.744], [-19.067, -22.478, -3.791], [-19.064, -23.704, -4.372], [-19.935, -24.077, -5.390], [-20.870, -23.183, -5.889], [-20.890, -21.909, -5.325], [-20.032, -21.595, -4.254], [-18.254, -24.331, -4.031], [-19.816, -25.073, -5.791], [-21.508, -23.367, -6.741], [-21.615, -21.210, -5.715], [-20.140, -20.626, -3.789], [-22.305, -25.858, -0.295], [-23.427, -25.068, -0.607], [-23.320, -23.791, -1.135], [-22.040, -23.290, -1.381], [-20.912, -24.052, -1.044], [-21.070, -25.323, -0.514], [-24.378, -25.450, -0.266], [-24.205, -23.220, -1.376], [-21.852, -22.256, -1.630], [-19.899, -23.679, -1.077], [-20.221, -25.952, -0.293], [-15.730, -22.217, -3.264], [-15.567, -21.306, -4.275], [-14.364, -21.234, -5.019], [-13.510, -22.293, -5.040], [-13.745, -23.359, -4.127], [-14.858, -23.259, -3.299], [-16.226, -20.450, -4.252], [-14.123, -20.457, -5.730], [-12.692, -22.239, -5.743], [-13.232, -24.307, -4.195], [-14.959, -23.969, -2.491], [-19.810, -18.516, -6.381], [-19.875, -17.557, -7.351], [-19.033, -16.442, -7.384], [-18.222, -16.226, -6.281], [-18.226, -17.141, -5.186], [-19.097, -18.208, -5.258], [-20.365, -17.757, -8.292], [-18.939, -15.792, -8.241], [-17.585, -15.360, -6.177], [-17.607, -16.997, -4.313], [-19.110, -18.948, -4.470], [-18.503, -21.440, 5.318], [-19.428, -20.669, 4.746], [-19.775, -20.759, 3.390], [-19.068, -21.646, 2.553], [-18.078, -22.444, 3.101], [-17.822, -22.367, 4.494], [-19.863, -19.872, 5.331], [-20.423, -20.029, 2.927], [-19.305, -21.831, 1.515], [-17.587, -23.117, 2.414], [-17.028, -22.943, 4.945], [-24.714, -19.297, 1.467], [-23.969, -18.219, 1.178], [-22.614, -18.315, 0.820], [-21.959, -19.547, 0.808], [-22.689, -20.696, 0.956], [-24.092, -20.546, 1.229], [-24.443, -17.276, 1.405], [-22.068, -17.433, 0.519], [-20.932, -19.672, 0.498], [-22.313, -21.700, 0.826], [-24.727, -21.418, 1.278], [-10.558, -21.895, -0.621], [-11.657, -21.669, -1.412], [-12.439, -20.496, -1.309], [-12.203, -19.657, -0.178], [-11.182, -19.978, 0.744], [-10.354, -21.051, 0.437], [-11.879, -22.419, -2.157], [-13.156, -20.237, -2.074], [-12.843, -18.803, -0.009], [-10.971, -19.302, 1.560], [-9.484, -21.287, 1.032], [-13.136, -16.214, -1.946], [-13.605, -17.226, -2.746], [-14.908, -17.707, -2.617], [-15.813, -17.185, -1.691], [-15.373, -16.142, -0.870], [-14.045, -15.732, -1.025], [-12.914, -17.601, -3.487], [-15.226, -18.526, -3.246], [-16.797, -17.612, -1.563], [-16.083, -15.714, -0.177], [-13.698, -14.969, -0.344]],
  "forces_ev_per_angstrom": [[-0.462, -0.394, -0.602], [2.805, -4.862, 0.143], [1.083, 0.767, 4.597], [-1.869, 0.055, -5.176], [-2.061, 5.894, 0.031], [-0.162, -0.868, 0.787], [-2.086, 3.203, -0.125], [-2.747, -3.729, 3.955], [5.193, 0.335, -4.309], [0.620, -0.509, -0.792], [-0.719, 1.365, 3.573], [-0.068, 0.633, -1.473], [0.101, 1.399, 1.250], [0.308, -1.248, -1.615], [-0.142, -1.350, -1.474], [0.026, 0.015, -0.008], [-0.138, -0.648, 0.277], [0.216, -0.174, 0.165], [-0.253, 0.352, 0.115], [0.032, 0.242, -0.123], [-1.126, -0.813, 0.684], [1.003, 1.141, -0.995], [-0.038, -1.051, -0.291], [1.440, 1.476, -1.200], [-0.328, -1.339, 0.343], [-0.707, 0.845, 1.180], [0.039, -0.027, 0.323], [-0.019, -0.040, 0.239], [-0.064, -0.156, 0.419], [-0.171, 0.077, 0.012], [0.103, -0.134, -0.434], [2.350, 0.245, 1.481], [-0.932, -1.070, -0.753], [0.962, 1.867, 0.909], [-0.997, -0.759, -0.615], [1.040, -2.291, 0.398], [-0.337, 1.450, 0.424], [-0.861, -0.188, -0.344], [0.012, -0.105, -0.204], [-0.052, 0.424, 0.201], [-0.461, 0.506, -0.655], [-0.501, -0.078, -0.222], [0.060, 1.051, 0.297], [0.744, -1.427, -0.609], [0.307, 0.039, 0.543], [-0.265, -1.877, -0.148], [-0.372, 1.453, -1.437], [-0.685, 0.669, 0.474], [-0.147, 0.023, 0.373], [-0.147, 0.414, 0.383], [-0.165, -0.136, -0.206], [0.218, -0.132, -0.115], [0.442, 0.005, 0.200], [-1.959, 0.793, -1.172], [0.352, 1.436, 0.272], [0.020, -0.248, -0.156], [0.807, 0.615, 0.447], [0.177, -0.295, 0.668], [0.450, -1.589, -0.396], [-0.009, -0.663, 0.351], [-0.112, -0.128, -0.076], [-0.080, -0.395, 0.024], [0.152, 0.378, 0.229], [0.369, 0.006, 0.318], [-1.071, 1.634, -0.526], [2.775, -0.846, 0.852], [0.469, -0.481, -0.306], [0.987, -0.284, 0.922], [-0.462, 0.383, 0.186], [-2.288, -0.562, -0.320], [-0.098, -0.306, -0.249], [-0.082, 0.131, 0.105], [-0.220, 0.113, -0.459], [0.077, 0.253, -0.424], [0.108, -0.013, 0.127], [0.661, 0.105, -2.742], [1.782, 0.189, 1.825], [-1.582, 0.008, -0.395], [0.262, -1.550, 1.354], [-0.711, 0.903, -1.547], [0.253, 0.644, 1.061], [-0.516, -0.097, -0.084], [-0.573, 0.457, 0.079], [0.289, -0.401, 0.135], [0.330, 0.105, 0.274], [-0.467, -0.392, -0.143], [-0.728, 1.984, 0.028], [1.897, -1.022, 0.338], [0.128, -0.141, 1.072], [0.217, -0.828, 1.486], [-0.663, 1.218, -1.292], [0.066, -0.903, -1.439], [-0.641, -0.514, 0.197], [-0.379, 0.039, -0.086], [0.178, 0.089, -0.361], [-0.022, 0.048, 0.057], [-0.039, 0.012, 0.218], [1.351, -1.833, -1.370], [0.459, -0.554, -1.134], [1.092, -0.301, -0.611], [-0.858, 0.038, 1.109], [-0.026, -0.007, 1.460], [-1.741, 2.373, -0.365], [-0.134, -0.099, 0.383], [-0.409, -0.111, 0.232], [-0.098, 0.618, -0.303], [0.403, -0.253, 0.299], [-0.129, -0.051, 0.241], [1.412, -2.456, -1.210], [0.748, -1.351, 0.804], [-0.125, 0.027, 0.102], [0.068, 0.444, -0.885], [-3.402, -0.071, 0.664], [0.868, 2.451, 0.331], [-0.012, 0.276, -0.363], [0.082, 0.130, 0.168], [0.336, 0.432, -0.057], [0.293, 0.073, 0.056], [-0.149, 0.016, 0.216], [-1.477, 0.805, 0.503], [1.135, 1.205, 1.193], [1.173, -0.099, 1.602], [0.226, -1.250, -0.690], [-0.492, 0.192, -1.478], [-0.605, -0.774, -1.430], [0.142, 0.005, -0.179], [-0.305, -0.133, 0.161], [0.043, 0.174, -0.080], [-0.033, -0.169, 0.222], [0.105, 0.032, 0.123], [-1.987, -0.604, 0.567], [-0.416, 1.717, 1.602], [-0.013, -0.312, -0.197], [0.894, 0.275, 0.199], [0.411, -0.840, -1.125], [0.520, -0.427, -0.817], [0.035, -0.130, -0.029], [-0.095, -0.129, -0.053], [-0.204, -0.145, -0.308], [0.390, 0.194, 0.265], [0.400, 0.200, -0.116]],
  "lowdin_spin": [3.73, 0.00, 0.00, 0.00, 0.04, 0.01, 0.00, 0.04, 0.00, 0.00, 0.00, 0.00, 0.00, 0.00, 0.00, 0.00, 0.00, 0.00, 0.00, 0.00, 0.00, 0.00, 0.00, 0.00, 0.00, 0.00, 0.00, 0.00, 0.00, 0.00, 0.00, 0.03, 0.01, 0.00, 0.01, 0.00, 0.01, 0.00, 0.00, 0.00, 0.00, 0.00, 0.00, 0.00, 0.00, 0.00, 0.00, 0.00, 0.00, 0.00, 0.00, 0.00, 0.00, 0.03, 0.00, 0.00, 0.00, 0.00, 0.00, 0.00, 0.00, 0.00, 0.00, 0.00, 0.00, 0.00, 0.00, 0.00, 0.00, 0.00, 0.00, 0.00, 0.00, 0.00, 0.00, 0.03, 0.01, 0.00, 0.01, 0.00, 0.01, 0.00, 0.00, 0.00, 0.00, 0.00, 0.00, 0.00, 0.00, 0.00, 0.00, 0.00, 0.00, 0.00, 0.00, 0.00, 0.00, 0.00, 0.00, 0.00, 0.00, 0.00, 0.00, 0.00, 0.00, 0.00, 0.00, 0.00, 0.00, 0.00, 0.00, 0.00, 0.00, 0.00, 0.00, 0.00, 0.00, 0.00, 0.00, 0.00, 0.00, 0.00, 0.00, 0.00, 0.00, 0.00, 0.00, 0.00, 0.00, 0.00, 0.00, 0.00, 0.00, 0.00, 0.00, 0.00, 0.00, 0.00, 0.00, 0.00, 0.00],
  "gap_ev": [4.312, 4.321],
  "s_squared": 6.009,
  "multiplicity": 5,
  "total_charge": -2,
  "e_lumo_ha": [0.13353, 0.13352]
}



# 4
{
  "formula": "C3H4O5S",
  "method": "the ωB97M-V functional and the def2-TZVPD basis",
  "symbols": ["C", "C", "C", "O", "O", "O", "O", "O", "S", "H", "H", "H", "H"],
  "coordinates": [[-0.513, 1.495, -0.243], [1.368, -0.503, -0.444], [0.026, 0.162, 0.292], [-0.940, 2.241, 0.685], [-0.614, -2.381, -0.693], [-0.463, 1.765, -1.451], [-2.561, -0.966, -0.146], [0.275, 0.323, 1.678], [-1.204, -1.411, 0.300], [1.448, -1.532, -0.135], [1.202, -0.420, -1.511], [2.244, 0.081, -0.150], [-0.268, 1.146, 1.819]],
  "forces_ev_per_angstrom": [[0.160, 0.051, -0.024], [-2.041, 2.118, 1.169], [1.911, -2.401, -0.773], [-0.209, 0.330, 0.261], [-0.087, 0.139, 0.049], [0.072, -0.180, -0.421], [0.075, 0.259, -0.016], [-0.050, 0.261, -0.109], [-0.191, -0.124, -0.034], [0.072, -0.226, 0.030], [0.017, -0.142, -0.167], [0.037, 0.078, 0.029], [0.234, -0.164, 0.004]],
  "lowdin_charge": [-0.71, -0.07, -0.50, -0.10, -0.62, -0.06, -0.60, -0.16, 0.66, 0.02, 0.05, 0.05, 0.05],
  "gap_ev": 5.693,
  "de_lowest_ev": 0.000,
  "multiplicity": 1,
  "total_charge": -2,
  "e_lumo_ha": 0.23944
}